# 1
C17H22N2O4 | ωB97M-V/def2-TZVPD

```
45
Properties=species:S:1:pos:R:3
O 2.45 -0.22 -1.47
C -0.10 1.77 0.21
H -4.17 2.03 1.50
H -3.22 2.56 -0.69
H -3.25 1.76 -2.89
H 3.59 -1.24 -2.77
H -1.13 3.44 -0.64
H -2.59 0.13 -3.18
C -0.16 3.18 -0.24
C -2.01 1.96 1.80
H -1.90 3.04 1.68
H 1.54 -4.30 -0.23
C 1.69 0.89 -1.32
C -3.31 1.48 1.11
C 1.87 -4.35 0.81
H 2.81 -3.80 0.92
H -1.85 -0.63 3.09
H 4.50 1.54 -1.86
C -0.55 -2.18 2.43
H 0.59 3.32 -1.02
C -0.55 -0.02 1.47
H -3.43 0.41 1.30
N -0.87 1.30 1.24
C 0.47 -2.58 1.54
C -2.54 1.00 -2.54
H -2.07 1.74 2.87
H 2.98 0.33 -3.38
O 1.80 1.86 -2.04
C 0.47 -0.40 0.58
O 0.89 -3.87 1.69
H -0.91 -2.92 3.12
H 5.10 0.02 -1.20
H 5.43 0.44 -2.88
H -1.53 1.41 -2.59
C 0.75 0.76 -0.22
C -1.07 -0.91 2.40
C 4.70 0.50 -2.09
C 3.41 -0.19 -2.52
N -3.23 1.62 -0.32
C -2.84 0.59 -1.12
H 0.07 3.86 0.58
H 2.03 -5.40 1.08
H 1.77 -1.96 -0.08
O -2.75 -0.54 -0.71
C 0.99 -1.69 0.61
```

Computed properties:
SMILES string = CCOC(=O)c1c(C)n(CCNC(C)=O)c2ccc(OC)cc12
E_LUMO = 0.646 eV
HOMO-LUMO gap = 8.38 eV
E_HOMO = -7.73 eV
total energy = -29157.4798 eV
energy relative to the best compared isomer or geometry (same formula, charge and spin) = 15.0 kcal per mole

# 2
C14H26BF5N4O2PtS3Te | ωB97M-V/def2-TZVPD

```
57
Properties=species:S:1:pos:R:3
Pt 0.36 0.37 -0.82
C 1.88 -0.91 1.59
H -1.92 -4.94 0.99
C -1.01 2.55 3.18
H -2.07 -2.61 2.03
S 0.00 2.65 -0.51
H -0.51 -4.54 1.96
F -0.79 -0.79 -3.49
N 1.17 -0.15 2.47
H 1.53 1.78 3.55
H -4.19 -1.89 1.89
H -3.22 4.88 0.92
H -1.64 5.43 0.29
H -2.42 -0.15 2.65
H 1.23 -3.12 3.86
F 2.22 -2.87 -2.89
H 1.94 1.78 1.59
O 0.37 -1.68 -1.32
C -0.59 2.78 1.05
H -5.39 -0.64 2.04
F -0.33 -3.39 -3.30
H -1.88 -2.86 -1.02
C 1.31 -2.22 3.27
C -1.90 3.48 2.68
C -2.35 -2.48 -0.11
N -1.61 3.63 1.38
H -0.63 -2.15 1.13
O -1.46 0.01 0.43
N -0.21 2.13 2.19
S -2.55 -0.70 -0.42
H 0.33 -0.56 4.38
H -2.48 4.06 -0.48
H -3.36 -2.89 -0.05
H -0.87 2.23 4.21
B 1.20 1.44 2.46
H -2.68 4.03 3.17
H -4.21 0.75 0.30
C 2.64 -3.30 1.43
C 0.83 -0.94 3.51
H 3.58 -2.97 1.00
H -0.42 -4.45 0.19
C -1.06 -4.27 1.06
H 1.98 -3.69 0.65
F 1.02 -1.88 -4.93
H -4.84 -0.77 -0.29
H 2.84 -4.07 2.18
Te 0.69 -1.87 -3.14
C -1.51 -2.81 1.11
C -3.49 -0.09 2.88
N 1.99 -2.17 2.10
F 1.73 -0.28 -3.03
H -3.77 0.96 2.93
C -4.33 -0.81 1.83
S 2.51 -0.44 0.11
C -2.28 4.56 0.46
H -3.65 -0.53 3.86
C -4.11 -0.33 0.40
```

Computed properties:
E_LUMO (spin up / spin down) = -5.795 / -9.704 eV
HOMO-LUMO gap (spin up / spin down) = 8.80 / 5.96 eV
E_HOMO (spin up / spin down) = -14.60 / -15.66 eV
total energy = -82288.6424 eV
total charge = +2
energy relative to the best compared isomer or geometry (same formula, charge and spin) = 5.2 kcal per mole
spin multiplicity = 5

# 3
C66H142N10O11 | ωB97M-V/def2-TZVPD

```
229
Properties=species:S:1:pos:R:3
C -23.14 3.56 4.84
C -22.61 2.81 3.67
H -29.96 2.52 2.88
N -31.76 2.52 5.13
H -24.34 0.52 16.07
H -24.45 5.21 7.87
C -40.61 1.73 5.26
H -24.65 4.39 6.36
H -29.06 13.49 2.12
C -30.96 -1.67 3.06
H -32.98 5.21 18.43
H -32.33 6.33 12.32
H -23.20 2.99 5.74
H -37.68 5.33 2.75
H -25.45 6.45 5.33
H -30.50 8.82 0.13
H -22.35 0.69 3.00
H -33.27 1.12 7.02
H -29.86 11.74 -0.79
H -33.19 6.97 16.80
H -31.92 9.25 13.01
N -39.41 1.84 6.13
C -33.11 4.39 5.95
H -35.15 3.26 11.46
C -32.79 4.96 17.39
H -22.40 0.50 17.24
C -32.22 8.46 12.37
C -22.50 6.88 6.66
C -24.25 5.32 6.80
O -26.42 3.94 5.49
C -29.92 11.53 1.27
H -35.88 1.83 1.15
H -32.22 3.08 8.43
H -28.69 2.88 6.48
H -21.72 4.27 11.02
C -32.76 7.08 14.32
H -35.30 1.62 12.27
H -30.12 9.44 -1.51
H -29.99 2.11 8.53
H -26.81 2.67 12.42
C -23.57 -1.82 15.21
H -40.16 -0.72 7.63
H -28.38 7.60 1.85
H -34.89 4.71 14.37
C -24.89 6.60 6.26
H -23.54 0.74 13.04
H -24.50 -1.72 15.81
H -33.81 7.01 14.08
C -29.92 9.52 -0.47
H -30.76 5.25 18.02
H -31.34 11.22 -0.22
H -21.31 -1.52 14.07
H -34.42 2.43 7.31
H -27.85 10.01 -0.88
H -25.84 2.00 14.66
H -30.92 1.13 7.55
C -31.44 -1.74 4.47
C -35.17 2.73 12.40
C -32.65 4.64 14.51
C -26.26 1.74 12.63
H -30.94 -3.69 6.84
N -32.56 5.97 0.92
H -22.62 -3.16 16.68
C -29.62 13.10 1.24
H -39.14 1.43 8.69
H -27.94 8.45 -0.44
C -26.57 9.62 1.46
C -25.25 1.92 13.74
H -41.07 -1.75 5.59
H -32.59 -4.06 6.54
C -22.22 -0.52 16.95
N -28.47 10.90 1.80
C -28.46 9.38 -0.24
C -22.43 4.88 9.09
H -36.75 1.28 5.69
H -30.60 11.47 3.36
H -33.59 4.93 6.81
H -26.99 1.01 12.85
C -31.85 -3.31 6.37
H -32.47 3.82 15.21
C -31.05 5.89 15.91
H -37.88 0.47 4.69
H -24.54 -4.06 -2.03
N -22.78 5.39 6.58
H -39.31 2.42 3.64
H -33.83 6.83 0.03
H -26.29 9.63 2.52
H -34.03 2.36 14.28
C -35.95 2.75 3.08
C -33.99 3.03 13.37
H -34.05 5.20 12.97
C -23.64 0.64 15.22
C -33.67 2.00 6.61
C -29.81 2.04 3.84
H -37.46 3.14 1.86
H -34.43 5.81 16.25
O -33.26 7.10 0.68
H -36.81 4.71 4.20
C -22.35 4.80 5.23
H -28.69 2.07 3.90
H -34.14 1.70 5.69
C -30.30 11.01 -0.09
H -32.27 5.01 5.66
H -30.83 3.97 16.78
H -42.06 0.47 6.43
C -40.53 -0.80 5.50
C -41.47 2.90 5.64
H -21.06 4.45 7.51
H -23.46 4.66 9.41
C -29.53 2.22 6.34
H -30.89 6.95 13.10
H -31.38 -0.75 2.61
H -31.94 11.48 2.14
H -37.56 2.01 8.08
H -20.78 -2.03 16.65
H -22.98 1.53 15.42
H -25.96 8.81 1.05
H -36.10 3.11 12.89
O -38.88 3.01 6.36
H -39.69 0.72 3.64
H -31.24 -3.70 4.39
C -30.23 2.77 5.04
H -25.64 6.89 6.99
H -33.12 3.93 17.18
H -31.28 -2.52 2.48
H -20.43 4.40 9.88
H -32.54 7.94 14.93
C -20.74 -0.92 16.76
H -24.02 8.40 6.80
N -32.42 5.94 15.24
H -24.91 -0.14 13.64
C -30.92 11.08 2.35
H -30.49 4.83 5.91
C -35.16 2.14 1.88
C -21.47 -0.52 14.58
H -42.15 0.37 4.73
H -23.14 0.84 4.58
N -26.31 2.80 5.31
H -24.80 -4.21 15.82
H -22.79 -1.22 17.62
H -30.45 4.68 4.07
C -21.46 4.09 10.00
C -23.86 -4.28 15.30
C -38.26 1.14 8.11
C -38.69 0.67 6.71
C -28.78 8.53 2.13
H -22.88 3.36 2.79
O -31.65 6.15 1.68
C -37.50 0.49 5.72
O -31.67 -0.69 5.16
H -41.76 2.88 6.71
O -26.26 2.31 4.12
H -30.34 5.48 15.18
H -30.86 6.96 16.14
O -32.33 1.99 4.37
H -29.79 8.62 1.80
C -32.57 3.02 6.34
C -30.47 2.13 7.56
C -31.98 7.12 12.99
H -21.54 2.85 3.80
N -37.14 3.30 2.81
H -20.21 -0.78 17.71
H -23.97 -4.23 14.23
O -27.86 11.55 2.39
C -34.01 4.48 13.81
C -37.58 4.51 3.45
C -24.32 0.74 13.83
H -28.96 4.37 5.07
H -23.85 -1.83 14.14
C -23.07 1.29 3.59
O -35.49 2.85 4.22
H -38.49 4.36 4.01
H -32.02 -2.39 6.86
N -22.79 -0.57 15.51
H -23.54 -5.26 15.62
H -37.01 -0.42 5.85
C -30.01 4.37 5.01
H -38.86 -1.49 6.76
H -26.11 10.56 1.11
H -19.39 -0.53 15.15
C -39.61 -0.69 6.70
H -33.08 2.71 12.81
H -29.03 1.25 6.14
H -24.17 3.84 4.58
C -23.71 7.59 6.17
C -28.02 9.60 1.26
H -28.57 8.56 3.23
H -21.44 3.04 9.71
H -34.64 1.28 2.24
H -21.98 -3.31 15.06
H -31.77 8.58 11.41
C -22.14 4.49 7.66
H -30.52 13.78 1.12
H -33.29 8.56 12.25
H -21.65 0.23 13.86
O -26.09 2.02 6.24
H -30.04 0.98 3.94
C -31.57 3.21 7.56
H -22.25 7.15 7.73
C -22.92 -3.17 15.63
H -24.73 2.84 13.57
H -37.70 0.32 8.69
H -23.64 8.01 5.14
C -40.07 1.71 3.86
H -41.06 3.83 5.30
C -41.44 0.38 5.52
H -31.17 4.21 7.59
H -22.42 5.51 4.42
H -21.62 7.08 6.06
H -24.05 1.25 3.14
C -31.24 4.94 17.10
H -31.00 10.00 2.34
N -31.61 -2.97 4.96
H -25.87 1.47 11.65
H -29.21 13.43 0.29
O -32.84 4.96 0.35
H -21.28 4.56 5.36
H -40.16 -0.95 4.47
H -29.88 -1.53 2.95
H -22.38 3.43 7.54
C -20.31 -0.18 15.55
H -20.35 0.90 15.65
H -40.92 1.97 3.13
H -22.28 5.93 9.27
H -33.84 4.39 5.13
H -31.79 4.53 13.81
C -33.34 5.95 16.45
H -34.48 2.86 1.44
H -42.49 2.94 5.27
```

Computed properties:
E_LUMO = -15.996 eV
HOMO-LUMO gap = 1.47 eV
E_HOMO = -17.47 eV
total energy = -108089.6024 eV
total charge = +6

> total energy of number 3 (C66H142N10O11)?

-108089.6024 eV